Entry 1:
Formula: C18H20BF6MnN9O4S2
Source: the Open Molecules 2025 dataset
Level of theory: ωB97M-V with the def2-TZVPD basis set

The multiplicity is 6. The HOMO-LUMO gap (spin up / spin down) comes out at 7.32 / 5.31 eV. Its total charge is +2. Its total energy is -4062.617536 a.u. The value obtained for the energy relative to the best compared isomer or geometry (same formula, charge and spin) is 17.3 kJ/mol. Its molar mass is 670.29 g/mol.

Geometry (Å):
Mn: -0.45 -1.09 -0.07
C: -1.57 -0.96 3.33
C: -0.72 0.12 2.77
C: -0.45 1.40 3.26
C: 0.40 1.98 2.35
N: 0.64 1.10 1.36
N: -0.05 -0.05 1.63
B: 1.53 1.08 0.09
N: 2.27 -0.29 0.09
C: 3.53 -0.73 0.25
C: 3.55 -2.10 0.20
C: 2.22 -2.49 0.03
C: 1.65 -3.87 -0.05
N: 1.47 -1.39 -0.02
N: 0.71 1.18 -1.22
C: 0.53 2.16 -2.13
C: -0.26 1.68 -3.15
C: -0.56 0.36 -2.81
C: -1.36 -0.65 -3.55
N: 0.04 0.07 -1.65
N: 2.51 2.32 0.08
C: 3.89 2.46 -0.24
C: 4.21 3.78 -0.15
C: 3.02 4.43 0.22
C: 2.72 5.84 0.46
N: 1.99 3.47 0.33
H: -1.94 -0.67 4.31
H: -1.01 -1.89 3.44
H: -2.44 -1.16 2.70
H: -0.81 1.83 4.18
H: 0.85 2.95 2.36
H: 4.36 -0.06 0.41
H: 4.42 -2.74 0.29
H: 2.46 -4.59 -0.13
H: 1.01 -3.98 -0.92
H: 1.07 -4.10 0.84
H: 0.97 3.13 -2.01
H: -0.56 2.22 -4.04
H: -0.95 -0.78 -4.56
H: -2.40 -0.33 -3.64
H: -1.34 -1.62 -3.05
H: 4.49 1.62 -0.55
H: 5.16 4.23 -0.33
H: 3.60 6.47 0.38
H: 2.25 5.95 1.44
H: 1.95 6.17 -0.26
F: -2.36 -4.35 -2.15
C: -3.20 -4.49 -1.13
F: -3.22 -5.74 -0.73
F: -4.40 -4.09 -1.49
S: -2.60 -3.44 0.32
O: -1.31 -2.87 -0.20
O: -2.51 -4.27 1.46
N: -3.64 -2.28 0.52
S: -3.54 -0.95 -0.30
O: -3.93 -0.97 -1.67
O: -2.21 -0.28 -0.05
C: -4.71 0.13 0.64
F: -4.62 1.34 0.13
F: -5.92 -0.37 0.47
F: -4.40 0.15 1.92


Entry 2:
Formula: C18H20Cl4FN4O6Pt
Source: the Open Molecules 2025 dataset
Level of theory: ωB97M-V with the def2-TZVPD basis set

The multiplicity is 1. The HOMO-LUMO gap (spin up / spin down) comes out at 6.15 / 6.17 eV. Its total charge is -1. Its total energy is -3428.415113 a.u. Its molar mass is 744.27 g/mol.

Geometry (Å):
Pt: -0.85 -0.23 -0.59
Cl: -5.13 -5.49 -1.83
C: -4.48 -4.01 -1.23
C: -4.96 -3.48 -0.04
Cl: -6.19 -4.30 0.83
C: -4.43 -2.29 0.46
Cl: -5.04 -1.62 1.93
C: -3.38 -1.62 -0.19
O: -2.86 -0.54 0.26
C: -2.87 -2.18 -1.44
O: -1.89 -1.60 -2.03
C: -3.47 -3.36 -1.92
Cl: -2.89 -4.01 -3.41
C: 0.58 -0.53 -3.47
N: 0.93 0.06 -2.18
C: 1.23 1.47 -2.37
C: 2.09 -0.61 -1.60
C: 1.76 -2.01 -1.06
N: 0.84 -1.94 0.07
C: 0.03 -3.14 0.18
C: 1.57 -1.74 1.31
H: 1.45 -0.52 -4.15
H: -0.23 0.03 -3.91
H: 0.23 -1.55 -3.34
H: 2.11 1.61 -3.01
H: 1.40 1.94 -1.40
H: 0.38 1.96 -2.84
H: 2.45 0.01 -0.78
H: 2.89 -0.70 -2.35
H: 2.69 -2.52 -0.77
H: 1.29 -2.59 -1.85
H: 0.65 -4.03 0.38
H: -0.53 -3.31 -0.74
H: -0.68 -3.02 1.00
H: 2.22 -2.60 1.52
H: 0.86 -1.60 2.12
H: 2.18 -0.84 1.24
F: -0.58 6.29 2.87
C: 0.42 5.46 2.52
C: 0.31 4.14 2.76
N: 1.31 3.27 2.47
C: 1.13 1.86 2.75
C: 0.20 1.11 1.73
O: -0.40 0.15 2.18
O: 0.21 1.53 0.55
C: 2.46 3.68 1.83
O: 3.37 2.95 1.54
N: 2.52 5.04 1.58
C: 1.60 6.04 1.92
O: 1.86 7.21 1.72
H: -0.57 3.71 3.22
H: 0.72 1.72 3.75
H: 2.12 1.39 2.69
H: 3.37 5.35 1.13


Entry 3:
Formula: C18H20ClN3O5
Source: the Open Molecules 2025 dataset
Level of theory: ωB97M-V with the def2-TZVPD basis set

The multiplicity is 1. The HOMO-LUMO gap comes out at 9.04 eV. Its total energy is -1698.553546 a.u. The value obtained for the energy relative to the best compared isomer or geometry (same formula, charge and spin) is 328.6 kJ/mol. As for the SMILES: COc1ccc(OCc2cc(C(=O)N[C@H]3CCCCNC3=O)no2)c(Cl)c1. Its molar mass is 393.83 g/mol.

Geometry (Å):
C: 1.43 2.64 -5.46
H: 1.35 1.90 -6.26
O: 2.66 2.54 -4.78
C: 2.95 1.38 -4.12
C: 2.12 0.27 -4.08
C: 2.50 -0.87 -3.38
C: 3.70 -0.92 -2.68
C: 4.52 0.21 -2.74
C: 4.17 1.33 -3.45
H: 4.82 2.19 -3.48
H: 5.46 0.16 -2.21
O: 4.23 -1.95 -1.94
C: 3.44 -2.97 -1.40
C: 2.29 -2.47 -0.60
C: 1.96 -1.24 -0.12
C: 0.73 -1.46 0.55
N: 0.39 -2.72 0.48
O: 1.34 -3.36 -0.23
C: -0.09 -0.44 1.25
O: 0.18 0.74 1.24
N: -1.16 -0.96 1.89
H: -1.30 -1.96 1.93
C: -2.05 -0.15 2.68
C: -2.61 -1.04 3.79
O: -2.46 -2.24 3.77
N: -3.29 -0.41 4.77
H: -3.71 -1.03 5.45
C: -3.59 1.00 4.85
H: -4.06 1.17 5.82
C: -4.52 1.47 3.74
C: -3.80 1.70 2.41
C: -3.18 0.44 1.82
H: -2.75 0.68 0.85
H: -3.95 -0.33 1.67
H: -4.51 2.11 1.69
H: -3.02 2.45 2.55
H: -4.98 2.41 4.05
H: -5.32 0.74 3.60
H: -2.66 1.58 4.82
H: -1.46 0.68 3.10
H: 2.48 -0.31 -0.22
H: 3.08 -3.67 -2.17
H: 4.13 -3.53 -0.75
Cl: 1.37 -2.19 -3.46
H: 1.17 0.25 -4.59
H: 1.42 3.64 -5.89
H: 0.59 2.53 -4.77


Entry 4:
Formula: C18H20ClNO4V
Source: the Open Molecules 2025 dataset
Level of theory: ωB97M-V with the def2-TZVPD basis set

The multiplicity is 2. The HOMO-LUMO gap (spin up / spin down) comes out at 6.40 / 6.01 eV. Its total charge is +2. Its total energy is -2457.222657 a.u. The value obtained for the energy relative to the best compared isomer or geometry (same formula, charge and spin) is 0.0 kJ/mol. Its molar mass is 400.76 g/mol.

Geometry (Å):
V: -0.48 -0.34 -0.04
O: -3.79 0.25 -2.68
C: -2.85 0.16 -1.77
O: -1.77 -0.43 -1.86
C: -3.03 0.96 -0.53
C: -4.04 1.85 -0.31
C: -4.07 2.65 0.82
C: -3.05 2.44 1.72
C: -2.09 1.46 1.48
N: -2.07 0.77 0.38
C: -1.04 0.94 2.48
O: -1.20 1.26 3.76
O: -0.25 0.11 2.08
H: -3.76 -0.47 -3.35
H: -4.70 2.01 -1.10
H: -4.76 3.45 1.04
H: -3.02 3.18 2.49
H: -1.83 1.98 3.86
Cl: 5.03 -2.82 -0.48
C: 3.34 -2.87 -0.33
C: 2.55 -2.92 -1.48
C: 1.20 -2.67 -1.34
C: 0.57 -2.50 -0.08
C: -0.89 -2.35 0.08
C: 1.44 -2.38 1.06
C: 2.78 -2.62 0.92
H: 2.97 -3.12 -2.46
H: 0.59 -2.75 -2.24
H: -1.43 -2.64 0.94
H: -1.48 -2.51 -0.84
H: 1.07 -2.31 2.07
H: 3.46 -2.51 1.85
C: 1.79 2.24 0.42
C: 1.75 0.88 -0.30
C: 3.26 0.55 -0.67
C: 0.71 0.58 -1.38
H: 2.54 2.17 1.15
H: 0.82 2.57 0.84
H: 2.16 2.94 -0.36
H: 1.49 0.00 0.41
H: 3.89 0.51 0.20
H: 3.60 1.44 -1.24
H: 3.45 -0.36 -1.26
H: 0.13 1.39 -1.81
H: 1.01 -0.17 -2.15


Entry 5:
Formula: C18H20F3N2O4S
Source: the Open Molecules 2025 dataset
Level of theory: ωB97M-V with the def2-TZVPD basis set

The multiplicity is 1. The HOMO-LUMO gap comes out at 5.29 eV. Its total charge is -1. Its total energy is -1806.208447 a.u. The value obtained for the energy relative to the best compared isomer or geometry (same formula, charge and spin) is 0.0 kJ/mol. Its molar mass is 417.43 g/mol.

Geometry (Å):
F: 3.13 -1.37 1.68
C: 1.86 -1.34 2.19
F: 1.55 -2.57 2.67
F: 1.81 -0.44 3.23
S: 0.79 -0.70 0.87
N: -0.74 -1.18 1.61
C: -1.69 -0.18 1.81
O: -1.53 1.00 1.53
C: -2.91 -0.87 2.39
C: -2.63 -2.35 2.27
C: -1.29 -2.50 1.57
O: -0.79 -3.49 1.08
H: -3.02 -0.56 3.44
H: -3.80 -0.57 1.85
H: -2.56 -2.82 3.26
H: -3.40 -2.87 1.70
C: -2.92 3.52 0.97
C: -2.32 4.44 2.02
N: -1.71 3.76 3.17
C: -2.50 3.79 4.41
C: -2.43 5.03 5.28
C: -0.37 3.37 3.22
C: 0.37 3.36 1.97
C: 1.78 3.58 1.95
C: 2.46 3.97 0.65
C: 1.82 4.74 -0.32
C: 2.49 5.10 -1.50
C: 3.84 4.75 -1.67
C: 4.53 4.10 -0.64
C: 3.85 3.73 0.52
O: 2.49 3.47 2.97
O: 0.12 3.04 4.31
H: -3.07 4.11 0.06
H: -2.28 2.66 0.74
H: -3.89 3.14 1.30
H: -1.55 5.08 1.57
H: -3.12 5.06 2.44
H: -3.53 3.66 4.07
H: -2.22 2.90 5.00
H: -3.10 4.86 6.13
H: -1.42 5.21 5.66
H: -2.77 5.92 4.74
H: -0.11 2.92 1.10
H: 0.80 5.08 -0.13
H: 1.96 5.67 -2.27
H: 4.37 5.04 -2.58
H: 5.60 3.90 -0.72
H: 4.38 3.25 1.35


Entry 6:
Formula: C18H20FN5OS
Source: the Open Molecules 2025 dataset
Level of theory: ωB97M-V with the def2-TZVPD basis set

The multiplicity is 1. The HOMO-LUMO gap comes out at 8.61 eV. Its total energy is -1544.963350 a.u. The value obtained for the energy relative to the best compared isomer or geometry (same formula, charge and spin) is 0.0 kJ/mol. As for the SMILES: Cc1cc(C(=O)CSc2nnnn2C)c(C)n1CCc1ccc(F)cc1. Its molar mass is 373.46 g/mol.

Geometry (Å):
C: -2.38 -0.58 2.44
C: -1.19 -0.34 1.58
C: -0.21 0.60 1.72
C: 0.70 0.43 0.64
C: 0.25 -0.64 -0.12
N: -0.89 -1.10 0.47
C: -1.73 -2.16 -0.04
H: -2.42 -2.46 0.75
H: -1.11 -3.02 -0.30
C: -2.53 -1.71 -1.28
C: -3.39 -0.53 -0.94
C: -2.87 0.76 -0.98
C: -3.64 1.85 -0.61
C: -4.94 1.63 -0.19
C: -5.49 0.36 -0.14
C: -4.70 -0.71 -0.52
H: -5.12 -1.71 -0.48
H: -6.51 0.23 0.18
F: -5.69 2.69 0.18
H: -3.24 2.85 -0.63
H: -1.86 0.92 -1.31
H: -1.83 -1.44 -2.08
H: -3.14 -2.54 -1.62
C: 0.89 -1.34 -1.26
H: 0.60 -0.90 -2.22
H: 0.62 -2.39 -1.28
H: 1.98 -1.28 -1.15
C: 1.87 1.29 0.50
O: 2.45 1.78 1.44
C: 2.29 1.63 -0.93
H: 2.09 0.85 -1.65
H: 1.78 2.55 -1.23
S: 4.07 2.03 -0.96
C: 4.61 0.49 -0.41
N: 3.96 -0.66 -0.44
N: 4.78 -1.56 0.08
N: 5.89 -1.04 0.42
N: 5.84 0.26 0.13
C: 6.89 1.19 0.39
H: 6.49 2.07 0.89
H: 7.62 0.69 1.03
H: 7.37 1.49 -0.55
H: -0.13 1.34 2.48
H: -3.31 -0.49 1.88
H: -2.34 -1.56 2.90
H: -2.39 0.17 3.23


Entry 7:
Formula: C18H20I2MnN2OSeSi
Source: the Open Molecules 2025 dataset
Level of theory: ωB97M-V with the def2-TZVPD basis set

The multiplicity is 2. The HOMO-LUMO gap (spin up / spin down) comes out at 7.26 / 7.31 eV. Its total energy is -5319.989389 a.u. The value obtained for the energy relative to the best compared isomer or geometry (same formula, charge and spin) is 129.2 kJ/mol. Its molar mass is 696.16 g/mol.

Geometry (Å):
Mn: -0.38 0.81 -0.63
I: -0.25 5.83 -1.37
C: 1.39 4.58 -0.93
C: 2.68 5.06 -0.82
C: 3.71 4.18 -0.55
I: 5.69 4.94 -0.60
C: 3.47 2.82 -0.27
C: 4.45 1.86 0.07
C: 4.06 0.57 0.36
C: 2.71 0.25 0.37
N: 1.75 1.10 0.03
C: 2.13 2.36 -0.33
C: 1.08 3.22 -0.79
O: -0.08 2.74 -1.05
H: 2.87 6.11 -0.98
H: 5.49 2.15 0.09
H: 4.79 -0.18 0.63
H: 2.39 -0.75 0.65
N: -2.66 1.67 -0.49
C: -2.94 0.82 0.60
C: -4.18 0.20 0.72
C: -4.42 -0.67 1.76
C: -3.42 -0.96 2.68
C: -2.18 -0.34 2.57
C: -1.93 0.55 1.54
H: -3.42 1.72 -1.16
H: -2.34 2.60 -0.26
H: -4.94 0.39 -0.02
H: -5.40 -1.12 1.87
H: -3.60 -1.66 3.48
H: -1.41 -0.55 3.29
H: -0.97 1.12 1.52
C: 1.36 -3.38 -0.11
Si: -0.33 -3.29 -1.01
C: -1.79 -3.60 0.18
C: -0.40 -4.52 -2.46
Se: -0.56 -1.10 -1.79
H: 1.58 -4.38 0.24
H: 1.37 -2.72 0.76
H: 2.16 -3.07 -0.77
H: -1.85 -4.65 0.45
H: -2.72 -3.33 -0.30
H: -1.70 -3.02 1.09
H: -0.33 -5.53 -2.09
H: 0.41 -4.37 -3.17
H: -1.33 -4.43 -3.01


Entry 8:
Formula: C18H20N2O
Source: the Open Molecules 2025 dataset
Level of theory: ωB97M-V with the def2-TZVPD basis set

The multiplicity is 1. The HOMO-LUMO gap comes out at 8.79 eV. Its total energy is -882.698485 a.u. The value obtained for the energy relative to the best compared isomer or geometry (same formula, charge and spin) is 8.1 kJ/mol. As for the SMILES: CCc1ccccc1NC(=O)N1CCc2ccccc2C1. Its molar mass is 280.37 g/mol.

Geometry (Å):
C: -0.28 -1.88 -3.93
H: 0.30 -1.25 -4.59
H: -1.33 -1.79 -4.21
H: 0.02 -2.92 -4.07
C: -0.10 -1.46 -2.47
C: 1.30 -1.59 -1.93
C: 2.37 -1.97 -2.73
C: 3.65 -2.10 -2.22
C: 3.88 -1.86 -0.88
C: 2.83 -1.47 -0.05
C: 1.55 -1.33 -0.57
N: 0.48 -0.93 0.24
C: 0.43 -0.77 1.60
O: 1.39 -0.91 2.34
N: -0.82 -0.50 2.12
C: -0.85 0.09 3.44
C: -1.49 1.50 3.45
C: -1.47 2.14 2.10
C: -1.18 3.48 1.90
C: -1.22 4.02 0.62
C: -1.56 3.22 -0.46
C: -1.84 1.88 -0.27
C: -1.81 1.34 1.00
C: -1.97 -0.11 1.32
H: -2.86 -0.27 1.95
H: -2.10 -0.74 0.44
H: -2.10 1.26 -1.12
H: -1.59 3.65 -1.45
H: -0.99 5.06 0.47
H: -0.91 4.10 2.74
H: -0.98 2.13 4.18
H: -2.53 1.41 3.76
H: -1.41 -0.57 4.12
H: 0.19 0.13 3.79
H: -0.36 -0.70 -0.27
H: 3.00 -1.28 0.99
H: 4.87 -1.96 -0.46
H: 4.46 -2.39 -2.87
H: 2.21 -2.17 -3.77
H: -0.42 -0.42 -2.38
H: -0.77 -2.08 -1.86


Entry 9:
Formula: C18H20N2O2S
Source: the Open Molecules 2025 dataset
Level of theory: ωB97M-V with the def2-TZVPD basis set

The multiplicity is 1. The HOMO-LUMO gap comes out at 7.19 eV. Its total energy is -1355.499294 a.u. The value obtained for the energy relative to the best compared isomer or geometry (same formula, charge and spin) is 1649.5 kJ/mol. As for the SMILES: COc1ccccc1N1CCN(C(=O)/C=C/c2cccs2)CC1. Its molar mass is 328.44 g/mol.

Geometry (Å):
C: 2.00 3.47 1.85
O: 1.55 2.72 0.75
C: 2.09 3.04 -0.53
C: 3.04 4.23 -0.60
C: 3.52 4.73 -1.72
C: 3.36 3.89 -2.96
C: 2.65 2.77 -2.81
C: 1.80 2.47 -1.67
N: 1.03 1.34 -1.65
C: 0.94 0.45 -0.35
C: 0.64 -1.03 -1.04
N: -0.59 -0.93 -1.77
C: -1.74 -1.56 -1.19
O: -2.63 -1.76 -2.22
C: -1.89 -2.29 -0.05
C: -1.59 -1.79 1.12
C: -1.91 -2.41 2.55
C: -1.82 -1.82 3.66
C: -2.33 -2.79 4.64
C: -2.35 -4.04 4.18
S: -2.41 -4.01 2.52
H: -2.52 -4.89 4.68
H: -2.18 -2.51 5.62
H: -1.54 -0.86 3.70
H: -1.75 -0.63 1.04
H: -2.16 -3.48 -0.11
C: -0.38 -0.15 -2.66
C: -0.21 1.16 -2.53
H: -0.84 1.62 -1.83
H: 0.05 1.80 -3.24
H: 0.30 -0.61 -3.55
H: -1.45 -0.16 -3.36
H: 0.53 -1.68 0.02
H: 1.53 -1.28 -1.33
H: 1.92 0.53 0.19
H: 0.09 0.70 0.07
H: 2.04 2.24 -3.73
H: 3.88 3.94 -4.00
H: 4.27 5.43 -2.02
H: 3.44 4.83 0.03
H: 3.13 3.38 2.16
H: 1.64 3.03 2.50
H: 1.74 4.68 1.73


Entry 10:
Formula: C18H20N2O2S
Source: the Open Molecules 2025 dataset
Level of theory: ωB97M-V with the def2-TZVPD basis set

The multiplicity is 1. The HOMO-LUMO gap comes out at 8.82 eV. Its total energy is -1356.127537 a.u. The value obtained for the energy relative to the best compared isomer or geometry (same formula, charge and spin) is 0.0 kJ/mol. As for the SMILES: Cc1ccc(NC(=O)C2CCN(C(=O)c3cccs3)CC2)cc1. Its molar mass is 328.44 g/mol.

Geometry (Å):
C: -1.50 1.39 -5.32
C: -0.74 1.24 -4.03
C: 0.52 0.67 -4.03
C: 1.23 0.52 -2.85
C: 0.68 0.94 -1.64
C: -0.58 1.51 -1.63
C: -1.28 1.65 -2.82
H: -2.27 2.09 -2.80
H: -1.02 1.84 -0.71
N: 1.45 0.74 -0.48
C: 1.15 1.06 0.80
O: 0.19 1.73 1.12
C: 2.15 0.58 1.86
C: 1.36 0.29 3.15
H: 0.61 1.06 3.27
C: 0.69 -1.10 3.04
N: 0.68 -1.56 1.67
C: -0.39 -1.66 0.85
O: -0.28 -2.04 -0.31
C: -1.71 -1.33 1.43
C: -2.19 -0.14 1.89
C: -3.55 -0.20 2.25
C: -4.09 -1.44 2.06
S: -2.95 -2.54 1.41
H: -5.09 -1.77 2.26
H: -4.10 0.63 2.64
H: -1.60 0.76 1.94
C: 2.00 -1.82 1.14
C: 2.96 -0.67 1.49
H: 3.66 -0.48 0.68
H: 3.56 -0.93 2.36
H: 2.38 -2.77 1.56
H: 1.89 -1.96 0.06
H: 1.26 -1.84 3.62
H: -0.33 -1.07 3.42
H: 2.03 0.31 4.01
H: 2.83 1.42 2.04
H: 2.30 0.23 -0.65
H: 2.21 0.06 -2.86
H: 0.96 0.33 -4.96
H: -1.76 0.41 -5.72
H: -2.42 1.95 -5.16
H: -0.89 1.90 -6.06